15
Properties=species:S:1:pos:R:3:forces:R:3 method="wB97M-V/def2-TZVPD" charge=+1 spin_multiplicity=1 lumo_ev=-5.52 e_tot_ev=-8274.466 orbital_gap_ev=7.94
C 2.2371 0.4502 -1.8275 -2.459 -1.029 -0.048
C 1.7152 0.8243 -0.6635 1.282 -0.755 -0.136
C 0.4784 0.2818 -0.1858 -0.331 1.615 -1.364
N -0.6648 0.4478 -0.2904 -2.008 -2.392 0.075
N -2.6554 0.5380 2.0842 -0.829 -0.444 -1.325
O 0.6808 -2.0126 -0.0791 2.589 4.577 -1.904
H 2.8842 1.0471 -2.4028 1.270 0.451 -0.128
H 1.7256 -0.3608 -2.3349 0.391 -0.156 -0.272
H 2.1766 1.6298 -0.1737 0.085 0.964 1.205
H -3.3293 -0.2382 2.2083 0.639 0.723 0.468
H -1.5135 -0.1834 -0.4236 1.311 1.505 0.784
H -2.6174 1.1360 2.9154 -0.354 -0.291 -0.612
H -3.0546 1.0366 1.2566 0.453 0.014 1.390
H 1.6552 -1.8119 -0.3094 -2.345 -2.312 1.065
H 0.2818 -2.7849 0.2262 0.306 -2.470 0.803

---

69
Properties=species:S:1:pos:R:3:forces:R:3 method="wB97M-V/def2-TZVPD" charge=+2 spin_multiplicity=6 s2=8.799 lumo_ev="-5.39 / -8.56" e_tot_ev=-90990.368 orbital_gap_ev="7.25 / 4.26"
Ru 0.0873 -0.3430 0.3985 -0.413 0.512 -0.051
C -0.4417 -0.1150 5.0821 -0.240 0.154 -0.015
Sb 0.2128 0.2432 3.0858 0.469 -0.597 0.147
C 1.2342 2.0796 3.3170 -0.058 0.148 0.035
C 1.8630 -1.1920 3.2737 0.207 0.050 0.090
C 3.1573 -0.5301 3.6370 -0.088 -0.024 -0.067
C 3.3671 -0.1213 4.9534 0.034 0.033 0.016
C 4.4951 0.5952 5.3172 -0.029 -0.010 0.006
C 5.4371 0.9245 4.3535 0.008 -0.004 -0.022
C 5.2600 0.4889 3.0508 0.016 -0.009 0.055
C 4.1424 -0.2574 2.6781 -0.012 0.030 -0.076
C 4.0741 -0.7975 1.2764 0.092 -0.030 0.145
Sb 2.7499 0.2006 -0.0689 0.037 -0.097 0.042
C 3.5207 -0.6136 -1.8652 0.033 0.019 -0.095
C 3.6004 2.1336 -0.0735 -0.015 0.097 -0.005
H 0.3223 0.2928 5.7421 -0.003 -0.025 0.019
H -0.5296 -1.1883 5.2359 -0.004 -0.005 -0.008
H -1.3937 0.3641 5.2995 0.009 0.013 -0.002
H 2.0515 1.9541 4.0254 0.011 0.006 -0.019
H 0.5448 2.8381 3.6870 -0.003 -0.005 0.002
H 1.6104 2.4028 2.3483 0.000 -0.009 -0.004
H 1.9420 -1.7822 2.3614 -0.051 -0.016 0.016
H 1.5191 -1.8568 4.0671 0.026 -0.033 -0.016
H 2.6339 -0.3786 5.7099 -0.008 -0.003 -0.005
H 4.6390 0.8896 6.3480 0.006 0.008 -0.002
H 6.3201 1.4890 4.6199 0.000 0.000 0.003
H 6.0227 0.7022 2.3107 0.005 -0.009 -0.001
H 3.7841 -1.8496 1.2619 0.035 -0.004 -0.010
H 5.0560 -0.7240 0.8076 -0.008 -0.029 -0.017
H 4.5993 -0.4630 -1.8728 0.001 -0.021 -0.017
H 3.0849 -0.1321 -2.7378 -0.015 0.015 0.014
H 3.3021 -1.6795 -1.9039 0.003 0.001 0.005
H 4.6340 2.0364 -0.4024 0.004 0.021 0.012
H 3.5751 2.5462 0.9331 0.014 -0.008 0.004
H 3.0614 2.7902 -0.7522 -0.019 -0.007 0.007
I -0.4191 -0.2656 -2.7456 0.039 -0.023 -0.126
C -1.4494 -2.0287 -2.2057 -0.100 -0.046 -0.052
I -0.6622 -2.9371 -0.4501 0.015 -0.146 0.092
H -1.3657 -2.7492 -3.0102 -0.017 0.006 -0.005
H -2.4781 -1.7686 -1.9904 0.000 0.001 -0.009
Cl -7.4064 2.7088 0.8179 -0.007 0.020 0.005
C -6.1890 1.7944 1.6154 0.044 -0.001 -0.007
C -6.4223 0.4782 1.9380 0.044 0.013 -0.002
C -5.4224 -0.2516 2.5702 -0.027 -0.017 0.009
C -4.2091 0.3366 2.9032 0.003 0.005 -0.005
C -3.9684 1.6559 2.5899 -0.020 0.005 -0.016
Cl -2.5190 2.3825 3.1765 -0.068 0.084 0.009
C -4.9462 2.4191 1.9074 -0.049 -0.158 -0.087
N -4.8118 3.7426 1.5968 0.089 0.154 0.041
C -3.6746 4.4899 1.3290 -0.237 -0.113 -0.044
C -3.6518 5.7899 1.8716 0.045 0.101 -0.063
C -2.5650 6.5994 1.6584 -0.053 -0.031 0.033
C -1.5201 6.1362 0.8562 0.029 0.027 -0.020
C -1.5764 4.8802 0.2686 -0.016 -0.063 0.004
C -2.6442 4.0225 0.4835 0.229 -0.010 0.069
C -2.7065 2.7190 -0.2640 -0.101 0.017 -0.068
C -1.6604 1.6828 0.1135 0.079 0.007 0.060
O -2.0160 0.4668 0.1496 0.021 -0.045 -0.054
O -0.4708 2.0204 0.3031 0.027 0.029 -0.049
H -7.3740 0.0293 1.6931 -0.001 -0.005 0.005
H -5.6024 -1.2858 2.8300 0.007 -0.002 -0.009
H -3.4529 -0.2237 3.4344 0.000 0.002 0.003
H -5.6918 4.2510 1.5523 0.013 0.028 0.105
H -4.4763 6.1175 2.4924 -0.005 0.000 -0.002
H -2.5211 7.5829 2.1041 -0.010 0.009 -0.015
H -0.6696 6.7760 0.6621 0.005 -0.002 0.017
H -0.7783 4.5557 -0.3850 -0.003 0.004 -0.003
H -2.5043 2.9382 -1.3176 -0.027 -0.017 -0.006
H -3.6870 2.2514 -0.2295 0.008 0.001 0.004

---

48
Properties=species:S:1:pos:R:3:forces:R:3 method="wB97M-V/def2-TZVPD" charge=+1 spin_multiplicity=3 s2=2.059 lumo_ev="-3.89 / -2.84" e_tot_ev=-99614.228 orbital_gap_ev="7.37 / 8.44"
V -0.2010 1.1142 -1.7580 0.007 0.140 -0.130
C 4.8712 2.1634 2.0694 0.014 0.001 0.003
C 3.5021 1.7882 1.5792 -0.018 0.008 0.004
C 2.3743 2.5064 1.9736 0.022 0.002 0.004
C 1.1182 2.1945 1.4856 -0.014 -0.007 -0.013
C 0.9485 1.1373 0.6013 0.053 0.011 0.068
N -0.3273 0.8057 0.0578 -0.052 -0.036 -0.012
C -1.1089 -0.1193 0.7723 0.014 -0.004 0.045
C -0.7279 -0.5523 2.0464 -0.015 -0.002 -0.016
C -1.4747 -1.4727 2.7523 -0.005 -0.012 0.012
C -2.6286 -2.0312 2.2114 -0.001 -0.002 -0.001
C -3.4118 -3.0771 2.9523 -0.015 -0.008 0.014
C -3.0065 -1.6180 0.9442 0.016 0.020 -0.008
C -2.2820 -0.6643 0.2378 -0.004 -0.019 0.028
N -2.7786 -0.2760 -1.0404 -0.011 -0.006 -0.039
C -4.0502 -0.3788 -1.4759 0.026 -0.005 0.032
C -4.0718 -0.0771 -2.8173 -0.022 -0.001 -0.002
C -2.7495 0.2175 -3.1335 0.041 0.006 -0.007
N -1.9686 0.0955 -2.0599 -0.045 0.011 0.043
C 2.0782 0.4220 0.1967 0.028 0.013 -0.002
C 3.3376 0.7486 0.6715 -0.007 -0.003 0.004
N 1.9453 -0.6256 -0.7616 -0.012 -0.023 -0.010
C 2.6100 -1.7936 -0.8312 -0.011 0.022 0.005
C 2.1676 -2.4648 -1.9490 0.012 -0.008 0.009
C 1.2103 -1.6242 -2.5178 -0.003 0.028 -0.008
N 1.0848 -0.5129 -1.8002 0.022 -0.008 0.002
H 4.8162 2.7047 3.0120 -0.001 0.000 0.001
H 5.4966 1.2833 2.2140 -0.003 -0.002 -0.003
H 5.3711 2.8087 1.3446 -0.004 0.002 -0.001
H 2.4862 3.3316 2.6652 -0.002 0.000 0.001
H 0.2477 2.7619 1.7891 -0.004 -0.006 -0.002
H 0.1685 -0.1451 2.4922 0.000 0.002 -0.004
H -1.1487 -1.7713 3.7409 0.004 0.005 0.000
H -3.3909 -2.8923 4.0255 0.003 0.002 0.000
H -4.4524 -3.0994 2.6322 0.003 0.003 -0.009
H -2.9899 -4.0693 2.7815 0.006 0.002 -0.003
H -3.8764 -2.0689 0.4857 -0.002 0.002 -0.003
H -4.8450 -0.6440 -0.8021 -0.015 -0.001 -0.016
H -4.9274 -0.0542 -3.4673 0.000 0.001 -0.002
H -2.3226 0.5402 -4.0693 -0.011 0.000 -0.004
H 4.2032 0.2108 0.3038 -0.002 -0.004 -0.001
H 3.3302 -2.0611 -0.0773 0.001 -0.015 -0.003
H 2.4895 -3.4288 -2.2989 -0.005 -0.002 -0.005
H 0.6113 -1.7602 -3.4032 0.009 -0.014 -0.004
Cl 0.9437 4.0863 -5.0945 -0.009 -0.042 0.036
Si 0.5627 2.4653 -3.9129 -0.010 -0.002 0.008
Cl -1.1676 3.2200 -2.5621 0.024 -0.052 0.005
Cl 1.9333 2.6762 -2.2063 -0.003 0.006 -0.014

---

139
Properties=species:S:1:pos:R:3:forces:R:3 method="wB97M-V/def2-TZVPD" spin_multiplicity=2 s2=0.752 lumo_ev="-1.11 / -4.56" e_tot_ev=-279949.679 orbital_gap_ev="9.54 / 6.08"
Cu 0.0378 -0.6410 -2.8657 -0.018 -0.004 0.086
N 1.0789 -0.6124 -1.0916 -1.724 0.060 2.983
S 2.4847 -0.3408 -0.4896 7.238 1.088 -3.550
O 3.0825 -1.4466 0.2018 -0.730 0.649 0.353
O 2.7928 1.0142 -0.1429 -0.752 -0.685 0.974
F 3.2739 -0.4002 -1.8888 -0.248 -0.488 -0.240
S 0.3862 -0.5182 0.4562 -5.726 -0.567 1.187
O 0.2550 0.7796 1.0400 0.855 -0.743 -0.748
O 0.5747 -1.6566 1.2918 0.847 0.299 -0.474
F -1.0907 -0.8157 -0.0822 0.159 0.291 -0.368
N -1.5317 0.7031 -2.7215 -2.219 -1.496 -1.027
S -1.7371 2.0833 -2.0167 4.348 5.855 4.593
O -2.4885 2.1157 -0.7837 -0.179 -1.019 -1.692
O -1.7529 3.2464 -2.8342 -0.890 -0.758 -0.748
F -0.2316 2.1307 -1.4976 0.011 -0.364 0.092
S -3.1477 0.4838 -3.0746 -1.893 -4.660 -3.297
O -3.7181 1.3870 -4.0226 0.814 0.264 1.205
O -3.9813 -0.0791 -2.0508 1.144 0.661 -0.159
F -2.8403 -0.8138 -4.0279 0.028 0.788 0.672
O -1.5273 -4.8153 -1.8000 -0.130 0.799 -0.455
S -2.1541 -3.5377 -2.0350 -2.226 -0.258 0.949
O -1.3478 -2.3738 -2.3237 0.082 -0.374 -0.610
O -3.2816 -3.6613 -3.2263 1.817 0.943 1.079
C -4.1022 -4.8163 -3.2832 -0.307 -2.081 -1.225
C -3.4757 -5.8520 -4.2215 0.277 -0.278 0.048
C -3.2888 -3.1173 -0.6490 1.456 -0.358 -1.054
H -5.0448 -4.5199 -3.7403 -0.047 0.410 0.428
H -4.2838 -5.3552 -2.3512 0.062 0.716 0.413
H -3.3947 -5.4498 -5.2310 0.386 0.067 0.065
H -4.0184 -6.7948 -4.3229 -0.563 0.295 0.260
H -2.5258 -6.1844 -3.7990 0.257 0.355 -0.305
H -4.1466 -3.7589 -0.8192 -0.227 0.281 0.267
H -3.4493 -2.0475 -0.7526 -0.416 -0.144 0.024
H -2.7689 -3.3651 0.2735 -0.035 0.024 0.014
O 1.8791 4.1449 -2.5764 0.894 0.242 0.107
S 3.0807 4.8798 -2.2482 -0.919 -0.159 0.520
O 3.9535 5.3793 -3.2804 -0.616 -0.326 0.832
O 2.5741 6.1583 -1.4193 0.882 0.442 -1.127
C 1.7288 5.9934 -0.2725 0.504 -0.727 0.632
C 1.0014 7.2647 0.1177 0.207 -0.357 -0.013
C 4.0240 3.9102 -1.0160 0.481 1.130 -1.589
H 2.4611 5.7226 0.4987 -0.477 -0.021 0.442
H 1.0535 5.1516 -0.4387 -0.018 0.257 -0.043
H 0.4333 7.0534 1.0246 -0.095 -0.111 -0.150
H 0.3033 7.5540 -0.6653 0.072 0.220 0.027
H 1.6952 8.0597 0.3877 0.039 0.113 -0.390
H 3.4965 3.9560 -0.0712 -0.016 -0.557 -0.040
H 5.0158 4.3626 -0.9706 -0.186 0.395 0.310
H 4.2243 2.9602 -1.5068 -0.706 -0.335 0.416
O -5.2465 -0.7228 3.5489 -0.009 0.219 -0.160
S -5.1237 -0.6536 2.1323 0.161 1.163 -2.030
O -5.5308 -1.7690 1.3041 0.311 0.270 0.552
O -5.9428 0.6706 1.6198 0.496 -1.113 1.365
C -6.1814 0.8136 0.2185 -1.038 0.184 -0.359
C -7.6043 1.3090 0.0992 -1.033 -0.613 0.732
C -3.4954 -0.0507 1.5945 -0.672 -0.819 0.706
H -6.0656 -0.1570 -0.2621 0.227 0.221 -0.193
H -5.5553 1.6034 -0.2013 0.555 -0.439 0.100
H -8.3205 0.6725 0.6309 0.376 -0.463 0.019
H -7.9885 1.2939 -0.9207 0.339 0.656 -0.092
H -7.7219 2.2347 0.6644 0.117 0.420 -0.697
H -3.5409 1.0143 1.7985 0.437 0.020 -0.020
H -3.3718 -0.2732 0.5381 -0.222 0.264 0.012
H -2.7315 -0.5760 2.1655 0.034 0.181 0.084
O -1.5259 3.0320 2.4711 0.031 0.845 -0.291
S -0.6699 4.1574 2.1928 0.750 -0.535 0.713
O -0.7177 4.8665 0.9377 -0.063 -0.562 1.391
O -0.8570 5.2758 3.3746 0.049 -0.680 -1.978
C -1.1510 4.8168 4.6839 0.364 0.949 1.024
C -0.8750 6.0175 5.5619 -0.067 0.720 1.109
C 1.0246 3.5539 2.6179 -1.355 0.474 -0.573
H -0.4589 4.0367 5.0120 -0.301 -0.329 -0.346
H -2.2001 4.5376 4.7800 0.171 -0.385 -0.182
H 0.0983 6.4921 5.4275 0.142 -0.393 -0.390
H -0.8973 5.7421 6.6210 -0.135 -0.205 -0.079
H -1.5910 6.8353 5.4649 -0.206 -0.228 -0.300
H 0.8416 2.8806 3.4518 0.235 0.014 0.049
H 1.6525 4.4038 2.8697 0.061 -0.046 -0.059
H 1.3669 2.9867 1.7541 0.066 0.030 -0.015
O 0.5838 -5.9472 6.1786 0.788 0.173 -0.377
S 1.6844 -5.2107 5.6004 -0.266 1.048 -0.227
O 3.0556 -5.5611 5.8756 -1.222 0.290 -0.302
O 1.5181 -5.1949 3.9921 -0.114 -0.096 0.834
C 0.1539 -5.3040 3.5186 -0.198 -1.358 -0.376
C 0.1770 -5.0640 2.0273 -0.077 0.557 -0.352
C 1.3812 -3.4352 5.9464 0.963 -0.780 1.057
H -0.5821 -4.7315 4.0847 0.459 0.733 -0.086
H -0.1765 -6.3278 3.7097 0.154 -0.084 -0.023
H -0.8377 -4.9914 1.6308 -0.073 -0.018 0.141
H 0.6681 -5.8557 1.4613 0.093 -0.170 0.311
H 0.6863 -4.1332 1.7736 -0.053 0.076 0.138
H 0.8778 -3.4314 6.9129 -0.433 0.009 -0.227
H 0.8662 -2.8763 5.1720 -0.127 -0.329 -0.106
H 2.3481 -2.9813 6.1617 0.108 -0.029 -0.476
O 3.7060 -2.9199 -3.9584 -0.838 0.195 -0.404
S 2.3908 -3.2944 -3.5560 -0.654 -2.690 1.207
O 1.2657 -2.3710 -3.5303 0.123 0.700 -0.165
O 1.9145 -4.5601 -4.4792 1.400 2.113 0.355
C 0.6387 -5.1635 -4.2809 -1.112 -0.194 -0.978
C 0.3577 -5.9363 -5.5663 0.973 -0.472 0.297
C 2.5297 -4.1869 -1.9766 0.334 0.311 -0.495
H -0.1709 -4.4329 -4.2339 0.336 0.298 0.650
H 0.6940 -5.7955 -3.3961 -0.274 0.011 -0.009
H 1.1775 -6.6454 -5.7022 -0.197 -0.209 -0.103
H 0.3881 -5.2833 -6.4369 -0.237 0.168 0.125
H -0.5848 -6.4764 -5.5170 -0.034 0.066 0.037
H 3.1527 -5.0436 -2.2317 -0.090 -0.048 -0.083
H 1.5629 -4.5166 -1.6033 -0.114 0.216 -0.126
H 3.0786 -3.6158 -1.2289 -0.248 0.403 -0.131
O 3.5657 2.1494 -3.8678 -0.149 -1.404 0.166
S 2.6879 1.2491 -4.5585 0.312 2.175 -2.422
O 1.5288 0.7068 -3.8820 -0.248 -0.849 0.389
O 2.0979 2.1009 -5.8163 1.023 -1.512 0.203
C 1.4995 3.3524 -5.4834 -1.207 1.594 -0.583
C 0.8113 4.0203 -6.7019 -0.184 -0.705 0.771
C 3.5675 -0.0180 -5.5533 -0.375 0.391 1.054
H 2.1986 4.1179 -5.1525 0.455 -0.664 0.526
H 0.7471 3.1345 -4.7253 0.065 0.434 0.143
H 1.4804 4.2988 -7.5133 0.127 -0.372 -0.022
H 0.3857 4.9556 -6.3356 -0.001 -0.026 0.140
H -0.0280 3.4079 -7.0308 0.124 0.014 -0.367
H 4.3935 0.4163 -6.1101 -0.296 0.473 0.001
H 2.8328 -0.4885 -6.2009 -0.011 0.027 0.032
H 4.0029 -0.7310 -4.8554 -0.270 -0.071 0.127
O 3.5854 -0.9554 5.3245 -1.054 0.527 -0.423
S 2.8288 -0.0002 4.5421 1.188 0.658 -0.967
O 1.5025 -0.2842 4.0403 0.743 0.105 1.094
O 2.8868 1.4579 5.2812 0.017 -0.730 -0.240
C 2.3071 1.5669 6.5876 -0.568 -1.134 0.736
C 2.9195 0.7004 7.6740 0.258 -0.789 0.379
C 3.8183 0.5286 3.1456 -0.500 0.135 0.413
H 1.2828 1.1837 6.5280 -0.219 0.667 -0.173
H 2.3282 2.6078 6.9000 0.028 0.098 -0.509
H 4.0063 0.6350 7.7299 0.024 0.592 -0.098
H 2.6254 -0.3450 7.5786 -0.174 0.050 -0.207
H 2.5076 1.0149 8.6351 0.169 0.224 -0.007
H 3.3250 1.4137 2.7482 -0.064 -0.114 -0.147
H 3.8027 -0.2775 2.4154 0.091 -0.022 0.046
H 4.8163 0.8027 3.4762 0.013 -0.256 0.073